H2NO3PS3 | ωB97M-V/def2-TZVPD

Each line ends with the Mulliken spin population.
Cartesian coordinates (Å):
1 N -0.1198 -0.6331 0.9551  0.01
2 O -0.7890 -2.1931 -0.9411  0.00
3 O -1.3216 0.1798 -1.0510  0.01
4 O 0.8703 -0.3763 -1.3211  0.01
5 P 0.2771 0.8022 1.5802  0.52
6 S 1.3161 0.7213 3.1576  0.72
7 S -0.4453 2.3481 0.5805  0.71
8 S -0.3771 -0.9226 -0.5151  0.03
9 H 1.5427 -1.0167 -1.5230  0.00
10 H -0.9534 1.0902 -0.9222  -0.01

Forces on the atoms, in the same order (eV/Å):
N -0.677 -2.243 -1.057
O -0.155 -0.665 0.074
O -1.207 -0.829 -0.983
O 0.196 0.317 -0.552
P -1.000 -0.149 -1.609
S 1.417 0.448 2.153
S 0.199 1.514 0.453
S 0.632 2.593 1.249
H 0.541 -0.765 -0.008
H 0.054 -0.221 0.281

Output
<S²> = 2.0079
Spin multiplicity = 3
LUMO energy (spin up / spin down) = -0.0011 / -0.1543 hartree
Orbital gap (spin up / spin down) = 0.24202 / 0.21277 Eh
Highest occupied orbital energy (spin up / spin down) = -6.6 / -10.0 eV

---

C11H24IN3O5PS2 | ωB97M-V/def2-TZVPD

Each line ends with the natural charge from an NBO analysis.
Cartesian coordinates (Å):
1 N 0.5231 1.8893 3.9914  -0.83
2 C 0.4548 1.8598 2.5193  -0.19
3 C 1.8178 1.5348 1.8890  -0.44
4 C 1.8153 0.6355 0.6544  -0.45
5 C 1.7607 -0.8855 0.8494  -0.40
6 C 0.3104 -1.4176 0.9268  -0.42
7 C -0.3485 -1.5639 -0.4824  -0.04
8 C -1.8329 -1.9568 -0.3683  -0.37
9 P -2.2008 -3.5187 0.4987  0.86
10 S -4.0295 -4.1083 0.1655  -0.59
11 N -2.6478 -0.8325 0.1686  -0.52
12 C -2.5922 0.3276 -0.8047  -0.23
13 C -1.1441 0.7155 -1.0545  -0.25
14 N -0.3059 -0.4290 -1.3551  -0.48
15 C 0.7000 -0.3569 -2.3781  -0.37
16 C 0.6304 -1.5964 -3.2407  0.52
17 O -0.3402 -2.1914 -3.5536  -0.55
18 I 2.5778 -2.3229 -3.8810  -0.04
19 H -0.3321 2.2841 4.3653  0.34
20 H 0.6121 0.9496 4.3628  0.33
21 H 0.1530 2.8624 2.2013  0.21
22 H -0.3407 1.1826 2.1554  0.10
23 H 2.5060 1.1456 2.6528  0.18
24 H 2.2419 2.4829 1.5399  0.29
25 H 2.7598 0.8469 0.1402  0.26
26 H 1.0738 0.9899 -0.0529  0.26
27 H 2.2911 -1.1471 1.7743  0.20
28 H 2.2974 -1.4022 0.0450  0.20
29 H -0.2885 -0.8218 1.6223  0.18
30 H 0.3302 -2.4372 1.3495  0.18
31 H 0.1450 -2.4380 -0.9198  0.23
32 H -2.2004 -2.1045 -1.3911  0.28
33 H -1.9411 -3.2947 1.8590  -0.01
34 H -1.2294 -4.3888 -0.0116  0.01
35 H -2.3209 -0.5217 1.0854  0.44
36 H -3.6194 -1.1551 0.2118  0.44
37 H -3.1105 0.0168 -1.7144  0.22
38 H -3.1003 1.1773 -0.3438  0.23
39 H -0.8082 1.2421 -0.1498  0.21
40 H -1.0539 1.4696 -1.8413  0.32
41 H 1.7166 -0.1930 -2.0064  0.26
42 H 0.5216 0.5233 -3.0149  0.35
43 O 0.6387 4.3154 -1.2259  -1.11
44 S 1.7293 3.4272 -1.6992  2.59
45 O 2.7528 3.2552 -0.6337  -1.11
46 O 2.3172 3.9010 -2.9602  -1.08
47 O 1.1109 2.0498 -1.9447  -1.20

Forces on the atoms, in the same order (eV/Å):
N -0.151 -0.048 -0.158
C 0.017 0.190 0.157
C 0.037 0.060 -0.039
C 0.904 -0.030 -0.103
C -0.701 0.336 0.501
C 0.326 -0.681 -0.346
C -0.078 0.511 1.023
C 0.609 -0.253 -0.283
P -1.117 -0.255 -0.287
S 0.089 0.221 0.157
N -0.361 0.045 -0.685
C 0.274 0.526 -0.363
C 0.302 -0.139 0.537
N -0.526 0.008 -0.539
C 0.419 -0.362 0.064
C -0.035 0.322 0.096
O -0.362 -0.391 -0.097
I 0.123 0.004 -0.084
H 0.039 -0.033 0.080
H 0.053 0.032 0.003
H 0.016 -0.130 -0.079
H 0.094 -0.061 0.004
H -0.196 -0.075 0.044
H 0.037 -0.150 -0.001
H -0.199 0.181 -0.027
H 0.172 0.077 -0.120
H -0.110 -0.051 -0.041
H -0.177 0.027 -0.040
H 0.075 0.195 -0.046
H -0.067 0.083 0.019
H 0.013 0.270 -0.360
H 0.026 -0.137 0.113
H 0.425 -0.062 -0.039
H 0.328 0.153 0.263
H 0.020 -0.063 0.022
H 0.012 -0.033 0.410
H -0.014 -0.170 0.174
H -0.130 -0.182 -0.041
H 0.132 0.065 -0.075
H 0.093 -0.067 0.067
H -0.169 -0.051 -0.068
H 0.188 0.004 0.082
O -0.014 -0.066 0.018
S -0.290 -0.142 0.175
O -0.076 -0.006 -0.133
O 0.011 0.001 0.122
O -0.058 0.333 -0.081

Output
Charge = -1
Spin multiplicity = 1
LUMO energy = 0.0432 hartree
Orbital gap = 0.15421 Eh
Highest occupied orbital energy = -3.0 eV

---

C31H33AlN8O3S2 | ωB97M-V/def2-TZVPD

Each line ends with the Mulliken charge.
Cartesian coordinates (Å):
1 Al 0.0498 -0.2606 0.0078  -1.30
2 C -1.9198 3.4387 0.9008  -2.17
3 C -1.1412 2.3018 0.3425  1.07
4 N -1.0343 1.1416 0.8667  1.15
5 N -1.6566 0.7711 2.0309  -1.63
6 C -1.3187 -0.4780 2.2809  0.16
7 O -0.5037 -1.1576 1.5194  0.24
8 C -1.8670 -1.1504 3.4698  0.45
9 C -2.9069 -0.5699 4.1933  -0.59
10 C -3.4162 -1.2178 5.3057  -0.80
11 C -2.8855 -2.4377 5.7046  -0.47
12 C -1.8437 -3.0159 4.9905  -1.02
13 C -1.3371 -2.3763 3.8714  -0.19
14 C -0.3942 2.3955 -0.9442  1.23
15 C -0.3263 3.5527 -1.6955  -1.00
16 C 0.3826 3.5361 -2.8899  -0.58
17 C 0.9960 2.3653 -3.2989  -1.03
18 C 0.8864 1.2447 -2.4924  -0.05
19 N 0.2126 1.2566 -1.3445  0.50
20 H -2.4430 3.1215 1.7980  0.39
21 H -1.2541 4.2665 1.1544  0.41
22 H -2.6392 3.8117 0.1697  0.44
23 H -3.3087 0.3827 3.8778  0.47
24 H -4.2272 -0.7721 5.8648  0.43
25 H -3.2829 -2.9379 6.5773  0.42
26 H -1.4276 -3.9616 5.3104  0.45
27 H -0.5251 -2.8172 3.3082  0.49
28 H -0.8190 4.4511 -1.3532  0.57
29 H 0.4479 4.4304 -3.4948  0.46
30 H 1.5477 2.3115 -4.2260  0.49
31 H 1.3389 0.3018 -2.7704  0.60
32 O 1.6332 0.3616 0.8157  0.22
33 S 2.4785 0.8125 1.9990  -0.04
34 C 3.0127 -0.6681 2.8844  -0.85
35 C 3.6650 -1.7505 2.0335  -1.27
36 C 2.6315 -2.6188 1.2931  0.37
37 C 3.0104 -2.8766 -0.1631  -0.91
38 S 1.6060 -2.8701 -1.2889  -0.17
39 O 0.8730 -1.5708 -0.9451  0.36
40 C 0.6602 -4.2378 -0.6891  0.87
41 C -0.1574 -4.1676 0.4317  0.57
42 C -0.8310 -5.3145 0.8217  -1.00
43 C -0.6784 -6.4998 0.1081  -0.61
44 C 0.1380 -6.5480 -1.0120  -0.72
45 C 0.8069 -5.4045 -1.4280  -0.85
46 C 4.0073 1.3258 1.2667  0.89
47 C 4.2496 1.1215 -0.0825  0.03
48 C 5.4604 1.5477 -0.6111  -0.95
49 C 6.3997 2.1641 0.2036  -0.55
50 C 6.1335 2.3728 1.5510  -0.70
51 C 4.9254 1.9626 2.0919  -0.74
52 H 2.1235 -1.0171 3.4146  0.40
53 H 3.6940 -0.2473 3.6291  0.70
54 H 4.2879 -2.3667 2.6820  0.47
55 H 4.3519 -1.2737 1.3309  0.47
56 H 1.6715 -2.1066 1.3207  -0.50
57 H 2.4823 -3.5647 1.8137  0.73
58 H 3.4999 -3.8370 -0.3362  0.57
59 H 3.6593 -2.0943 -0.5642  0.43
60 H -0.2880 -3.2434 0.9764  0.24
61 H -1.4740 -5.2839 1.6918  0.58
62 H -1.2038 -7.3901 0.4261  0.45
63 H 0.2459 -7.4666 -1.5714  0.45
64 H 1.4220 -5.4244 -2.3194  0.50
65 H 3.4995 0.6484 -0.7020  0.39
66 H 5.6712 1.4005 -1.6617  0.46
67 H 7.3405 2.4946 -0.2136  0.42
68 H 6.8612 2.8676 2.1787  0.43
69 H 4.7047 2.1492 3.1361  0.48
70 N -3.5771 -3.3917 -2.2919  -0.62
71 N -3.0987 -2.2532 -1.6850  1.01
72 N -3.8819 -1.2408 -1.3927  -1.02
73 C -3.0044 -0.3635 -0.9320  -0.39
74 N -1.7586 -0.8459 -0.9694  1.06
75 N -1.8442 -2.0781 -1.4620  -0.44
76 H -4.5614 -3.4713 -2.0614  0.33
77 H -3.0304 -4.1816 -1.9666  0.28
78 H -3.2776 0.6154 -0.5811  0.56

Forces on the atoms, in the same order (eV/Å):
Al -0.352 0.220 0.095
C 0.023 -0.009 0.030
C 0.071 0.054 -0.124
N -0.094 -0.067 0.066
N 0.059 0.048 -0.172
C 0.031 -0.106 0.121
O -0.035 -0.003 0.003
C 0.034 0.043 -0.053
C -0.013 0.012 0.040
C 0.010 -0.001 -0.010
C 0.008 -0.005 0.004
C 0.004 0.024 -0.019
C -0.047 -0.005 0.018
C -0.064 0.021 0.104
C 0.010 -0.024 -0.011
C -0.007 0.030 -0.014
C 0.003 -0.021 0.013
C -0.012 0.005 -0.039
N 0.044 -0.063 0.052
H -0.003 0.005 -0.001
H 0.006 0.001 -0.002
H -0.008 -0.009 -0.001
H 0.000 -0.005 -0.004
H -0.004 0.005 0.004
H -0.004 -0.006 0.005
H 0.002 -0.011 0.003
H 0.012 -0.012 0.002
H -0.002 0.010 -0.007
H 0.003 0.000 0.000
H 0.001 -0.002 -0.002
H 0.010 -0.011 0.008
O 0.313 -0.233 -0.431
S -0.267 0.183 0.272
C 0.050 -0.002 -0.016
C -0.019 0.025 0.005
C -0.003 0.023 0.010
C -0.034 0.013 0.037
S 0.041 -0.002 -0.051
O 0.014 0.103 -0.060
C -0.006 0.052 -0.015
C -0.020 -0.101 -0.001
C 0.005 0.020 0.009
C 0.002 -0.001 0.003
C 0.009 0.023 -0.009
C -0.061 -0.042 0.012
C 0.023 -0.006 -0.038
C 0.046 0.010 0.030
C -0.014 -0.010 -0.018
C -0.019 0.000 0.023
C 0.001 0.000 0.004
C 0.015 0.004 -0.035
H -0.006 -0.009 -0.002
H 0.023 -0.056 0.015
H -0.016 0.012 0.027
H 0.018 -0.024 -0.012
H 0.005 -0.020 0.032
H 0.033 -0.006 -0.027
H 0.033 0.007 0.008
H 0.001 0.002 0.007
H -0.004 0.028 -0.016
H -0.009 -0.003 -0.002
H -0.006 -0.004 0.008
H 0.001 -0.012 -0.002
H 0.016 0.010 -0.005
H -0.014 -0.003 -0.007
H -0.002 -0.003 -0.007
H 0.014 0.003 -0.011
H 0.007 0.005 0.006
H -0.013 -0.004 0.017
N 0.061 0.083 -0.001
N -0.102 -0.006 -0.059
N 0.047 0.009 0.018
C -0.065 0.105 -0.051
N 0.179 -0.325 0.167
N 0.117 0.145 -0.004
H 0.014 -0.072 -0.005
H -0.086 -0.036 0.012
H -0.007 -0.001 0.052

Output
Charge = +2
Spin multiplicity = 1
LUMO energy = -0.2093 hartree
Energy relative to the best compared isomer or geometry (same formula, charge and spin) = 31.4 kJ/mol
Orbital gap = 0.28160 Eh
Highest occupied orbital energy = -13.4 eV

---

Number 1: total energy -49455.968 eV. Number 2: total energy -65562.621 eV. Number 3: total energy -79003.903 eV.